[1]
{
  "formula": "C37H44ClGe2N6O7PV",
  "method": "the ωB97M-V functional and the def2-TZVPD basis",
  "elements": ["V", "C", "N", "C", "C", "N", "C", "P", "C", "N", "C", "C", "N", "C", "C", "N", "C", "C", "N", "C", "H", "H", "H", "H", "H", "H", "H", "H", "H", "H", "H", "H", "H", "H", "H", "O", "C", "O", "C", "C", "C", "C", "C", "O", "C", "C", "O", "O", "H", "H", "H", "H", "H", "H", "H", "H", "Cl", "C", "C", "O", "O", "H", "H", "C", "Ge", "C", "C", "Ge", "C", "C", "C", "C", "C", "C", "C", "C", "C", "C", "C", "C", "H", "H", "H", "H", "H", "H", "H", "H", "H", "H", "H", "H", "H", "H", "H", "H", "H", "H", "H"],
  "xyz": [[-1.5604, -1.4313, -0.6140], [2.6200, -0.3728, -3.8619], [1.5568, -1.1513, -3.2935], [1.4196, -2.4993, -3.4005], [0.3396, -2.8543, -2.6417], [-0.1433, -1.7418, -2.0415], [0.5909, -0.7142, -2.4728], [-0.0993, 0.9693, -2.1582], [-1.6636, 0.3445, -2.9397], [-2.3846, -0.6045, -2.3464], [-3.3504, -0.9788, -3.2201], [-3.2130, -0.2412, -4.3634], [-2.1481, 0.5897, -4.1700], [-1.5875, 1.4900, -5.1392], [-0.6683, 0.3517, -0.5413], [-1.9559, 0.4459, -0.2104], [-2.6930, 1.3846, 0.2088], [-0.6616, 2.8664, 0.4993], [-0.4643, 3.1623, -0.9298], [0.4844, 4.2153, -1.2135], [3.5430, -0.5755, -3.3162], [2.3791, 0.6870, -3.7845], [2.7599, -0.6470, -4.9076], [2.0927, -3.1089, -3.9677], [-0.0842, -3.8322, -2.5189], [-4.0723, -1.7394, -2.9829], [-3.7755, -0.2446, -5.2752], [-2.3752, 1.8594, -5.7935], [-0.8397, 0.9766, -5.7486], [-1.1114, 2.3270, -4.6269], [-3.7171, 1.1614, 0.4880], [-0.4117, 3.7247, 1.1308], [0.1391, 5.1799, -0.8319], [0.6569, 4.2955, -2.2856], [1.4203, 3.9609, -0.7178], [-2.9135, -2.3215, 1.3846], [-1.7032, -2.4974, 1.3729], [-0.9286, -1.5307, 1.0250], [-1.0375, -3.8303, 1.6598], [0.2522, -3.6892, 2.5079], [1.1356, -4.9572, 2.4413], [2.0667, -4.6683, 1.2467], [1.5532, -3.3031, 0.7583], [1.0600, -2.6838, 1.9263], [-0.5636, -4.3333, 0.2783], [-1.7390, -4.2452, -0.7507], [-2.2607, -5.2563, -1.1500], [-2.0424, -3.0463, -1.0589], [-1.7584, -4.5127, 2.1106], [0.0045, -3.3807, 3.5255], [1.7031, -5.0517, 3.3664], [0.5448, -5.8612, 2.3070], [3.1043, -4.5955, 1.5561], [2.0041, -5.4052, 0.4488], [1.7874, -1.3869, -0.1204], [-0.2574, -5.3884, 0.3171], [4.6955, -2.7632, 1.6543], [3.5071, -1.6313, 1.0298], [2.4850, -2.2731, 0.0292], [2.9991, -2.6527, -1.1091], [0.4802, -3.4947, -0.1652], [4.0588, -0.8572, 0.4979], [2.9663, -1.2130, 1.8768], [0.3151, -0.6547, 4.4294], [-0.7419, 0.6665, 3.3789], [-0.5414, 2.4594, 4.2304], [-2.6902, 0.2470, 3.4172], [0.2389, 1.1184, 1.0817], [2.1748, 1.5168, 0.8503], [2.7898, 1.6550, -0.3843], [4.1224, 2.0172, -0.4655], [4.8531, 2.2292, 0.6935], [4.2485, 2.0827, 1.9311], [2.9156, 1.7227, 2.0064], [-2.1928, 2.7926, 0.2810], [-3.0065, 3.6392, 1.2020], [-3.3260, 4.9007, 0.9164], [-2.9787, 5.5061, -0.3534], [-2.3488, 4.8172, -1.3040], [-1.9086, 3.3982, -1.1272], [0.8559, -0.1400, 5.2201], [1.0237, -1.1874, 3.8037], [-0.3616, -1.3704, 4.8923], [-1.0105, 2.4365, 5.2093], [-1.0108, 3.2454, 3.6473], [0.5028, 2.7199, 4.3674], [-2.9236, -0.0465, 4.4400], [-2.9741, -0.5685, 2.7593], [-3.2886, 1.1224, 3.1778], [2.2075, 1.4860, -1.2849], [4.5903, 2.1445, -1.4305], [5.8923, 2.5120, 0.6324], [4.8102, 2.2560, 2.8355], [2.4284, 1.5951, 2.9656], [-3.2857, 3.1872, 2.1417], [-3.8902, 5.4921, 1.6190], [-3.2726, 6.5324, -0.5154], [-2.1529, 5.2512, -2.2729], [-2.2876, 2.7958, -1.9696]],
  "forces_ev_per_angstrom": [[0.41, 1.35, -1.92], [0.64, 0.28, -0.17], [-0.79, 0.07, 0.43], [-0.53, -0.51, 0.19], [0.34, -0.58, -0.72], [0.35, 0.49, 0.39], [0.15, 0.39, 0.20], [0.56, -0.84, -1.23], [0.14, 0.47, 0.00], [-0.11, 0.46, -0.46], [-0.47, -0.14, -0.53], [-0.36, -0.40, 0.17], [-0.06, -0.29, 0.79], [0.38, 0.37, -0.51], [1.50, 0.99, -0.25], [-1.18, 1.03, 0.73], [-0.55, 0.15, 0.09], [0.29, -0.51, 0.43], [-0.19, 0.44, 0.42], [0.06, -0.02, -0.07], [-0.07, -0.04, 0.06], [-0.01, -0.05, -0.05], [-0.06, 0.07, 0.05], [0.17, -0.06, -0.01], [0.13, -0.01, 0.01], [-0.04, -0.06, -0.03], [-0.10, 0.01, -0.13], [0.03, 0.02, 0.08], [-0.06, 0.05, 0.05], [-0.07, -0.05, -0.07], [-0.04, -0.11, 0.04], [0.00, -0.09, 0.13], [0.03, 0.10, -0.01], [0.07, 0.02, -0.10], [0.06, 0.03, -0.10], [-0.07, 0.23, -0.45], [-1.47, -3.05, 2.96], [1.22, 1.29, -0.11], [0.19, 0.28, -0.04], [-0.04, -0.16, 0.47], [-0.12, 0.12, 0.10], [-0.17, 0.20, -0.18], [1.32, 0.38, -0.38], [-0.24, -0.30, 0.28], [-0.17, -0.22, -0.48], [1.63, -4.03, 0.97], [-0.17, 0.84, -0.05], [-1.54, 0.44, -1.22], [-0.02, 0.08, -0.06], [0.00, -0.08, -0.06], [-0.07, 0.00, -0.02], [-0.04, -0.08, 0.10], [-0.14, 0.03, -0.07], [0.00, -0.02, -0.02], [-0.33, 0.12, 0.42], [-0.16, 0.29, 0.06], [0.78, -0.32, 0.34], [-1.01, 0.00, -0.33], [0.38, 0.68, 0.33], [0.20, -0.57, -0.67], [-0.69, -0.44, 0.14], [-0.13, -0.03, -0.02], [0.17, 0.11, 0.10], [-0.33, 0.32, -0.41], [0.25, 0.20, 0.29], [0.01, -0.48, -0.34], [0.58, 0.01, -0.18], [0.79, 1.05, 0.44], [-0.86, -0.43, 0.27], [-0.26, -0.06, -0.13], [0.04, 0.02, -0.09], [0.00, 0.03, 0.01], [0.07, 0.05, 0.05], [-0.27, -0.02, 0.06], [-0.05, 0.10, 0.05], [-0.13, 0.05, 0.10], [-0.09, -0.47, 0.40], [0.25, 0.01, -0.48], [-0.05, 0.08, 0.06], [-0.28, 0.05, -0.39], [0.01, 0.11, 0.02], [0.07, -0.05, -0.09], [-0.06, -0.04, 0.02], [-0.10, -0.06, 0.15], [-0.12, 0.10, -0.12], [0.19, 0.00, -0.01], [0.04, 0.02, 0.08], [-0.01, 0.02, -0.01], [-0.01, 0.12, -0.02], [0.25, 0.05, -0.06], [0.06, -0.04, -0.08], [0.11, 0.02, -0.01], [0.10, -0.03, 0.09], [0.14, 0.02, 0.16], [-0.12, 0.04, 0.19], [-0.05, 0.03, 0.16], [-0.03, 0.06, -0.13], [0.03, 0.17, -0.10], [-0.06, 0.12, 0.05]],
  "e_homo_ha": [-0.3134, -0.3115],
  "gap_ev": [3.59, 3.45],
  "lumo_ev": [-4.94, -5.03],
  "total_charge": 1
}

[2]
{
  "formula": "C25H29N3O4S2",
  "method": "the ωB97M-V functional and the def2-TZVPD basis",
  "elements": ["C", "C", "C", "C", "C", "C", "C", "H", "H", "S", "O", "O", "N", "C", "C", "C", "C", "C", "C", "H", "H", "C", "O", "N", "H", "C", "H", "H", "C", "N", "C", "C", "O", "C", "C", "H", "H", "H", "H", "H", "H", "H", "H", "C", "C", "C", "C", "S", "H", "H", "H", "H", "H", "H", "C", "H", "H", "H", "H", "H", "H", "H", "H"],
  "xyz": [[3.0963, -1.8206, -2.0377], [3.3897, -0.6967, -1.2677], [2.8603, -0.6192, -0.0488], [3.2261, 0.6032, 0.7861], [4.1047, 1.6696, 0.2347], [4.8220, 1.4678, -0.8056], [4.4782, 0.4304, -1.4870], [4.9696, 0.1966, -2.7640], [5.6251, 2.1167, -1.2739], [4.4870, 3.0159, 1.3042], [4.3274, 2.6583, 2.6702], [6.0009, 3.4892, 0.9385], [3.3316, 4.2380, 0.4911], [2.1813, 3.5118, 0.4851], [1.4962, 3.1807, 1.4860], [0.2883, 2.6161, 1.6622], [-0.5228, 2.5617, 0.3707], [0.2129, 3.0436, -0.7373], [1.4433, 3.4178, -0.8418], [1.9754, 3.9001, -1.5422], [-0.2771, 2.9825, -1.8554], [-1.5576, 1.7374, 0.2711], [-2.4090, 1.9341, -0.7450], [-1.8937, 0.7789, 1.2183], [-1.1257, 0.3983, 1.3765], [-3.1305, -0.1683, 0.8476], [-3.4899, -0.3523, 1.8605], [-3.8378, 0.3123, 0.3699], [-2.6344, -1.1931, 0.0194], [-3.7810, -2.2071, -0.3269], [-4.7568, -1.7897, -1.2923], [-5.6182, -2.8383, -1.8391], [-6.1498, -3.6946, -0.6304], [-5.1627, -3.9756, 0.1886], [-4.2926, -2.8550, 0.7489], [-3.3885, -3.5041, 1.3582], [-4.9586, -2.2822, 1.1769], [-5.5715, -4.7003, 1.2660], [-4.4059, -4.7998, -0.3572], [-6.3195, -2.6173, -2.2173], [-5.0949, -3.5444, -2.1797], [-4.2311, -1.1835, -1.8418], [-5.4172, -0.9361, -0.6263], [-1.5066, -1.8429, 0.4374], [-0.9127, -2.1887, 1.5881], [-0.0103, -3.0054, 1.7001], [0.4785, -3.2830, 0.5357], [-0.6000, -2.6775, -0.7190], [1.5015, -3.9735, 0.1161], [0.7892, -3.2355, 2.6844], [-1.5323, -1.8995, 2.4845], [-2.4216, -0.8174, -1.1174], [-0.3580, 2.1000, 2.3155], [1.9003, 3.2429, 2.6611], [3.8809, 4.8362, -0.3832], [4.1508, 4.1535, -1.2317], [4.9801, 5.2699, -0.2272], [3.4494, 5.7604, -0.6244], [2.8894, 0.6383, 1.7967], [2.0834, -1.2942, 0.6219], [1.9636, -1.8751, -2.2052], [3.4394, -1.6739, -3.0500], [3.5456, -2.7170, -1.7969]],
  "forces_ev_per_angstrom": [[-2.74, -0.12, -4.73], [4.03, 4.92, 2.09], [-1.57, 3.26, 6.79], [1.23, -0.24, -3.52], [-4.85, -2.01, 8.69], [4.66, 2.53, -4.91], [-2.13, -8.66, -8.97], [-1.21, 0.94, 4.26], [-1.13, -0.55, 1.24], [7.30, 2.15, -2.31], [-1.19, 0.28, 0.61], [-6.35, -1.51, 0.98], [-3.61, -8.71, 15.07], [-0.88, 3.05, -9.34], [-0.65, -1.83, 13.06], [-4.83, -0.82, -7.35], [8.79, 2.60, 3.50], [-5.90, -1.77, -5.23], [4.06, 0.68, 6.67], [1.04, 1.02, -3.35], [0.46, 0.08, 3.08], [-10.36, -1.59, -5.25], [3.17, -1.02, 3.71], [-9.07, 4.73, -3.61], [8.13, -5.41, 2.80], [4.66, 2.21, 5.08], [-0.06, -1.00, -0.21], [-3.21, 3.20, -2.22], [-4.13, -1.05, -6.28], [3.83, 0.76, -2.02], [-3.01, 1.83, 6.60], [12.11, -2.89, 14.26], [-1.99, 2.69, -2.20], [3.02, -6.23, 3.54], [3.29, -6.74, -0.30], [-2.71, 2.38, -1.11], [-3.12, 3.26, 4.00], [0.77, 2.28, -3.32], [-1.40, 1.85, 1.27], [-16.48, 5.49, -9.45], [4.20, -5.16, -4.05], [2.31, 3.01, -4.37], [0.54, -1.99, -1.92], [4.22, -3.28, -0.67], [-12.62, 8.88, 4.67], [12.11, -6.85, 6.36], [4.27, -4.23, -7.49], [1.93, -0.80, -0.48], [-3.45, 2.26, 1.67], [-3.09, 0.60, -2.66], [0.89, 0.18, -0.47], [-0.40, -0.09, 2.77], [0.62, 0.11, 2.36], [0.06, 0.42, -3.28], [10.00, 6.47, -11.85], [-0.43, 0.94, -0.89], [-2.02, -1.15, 0.80], [-1.28, 1.25, -1.14], [-0.30, 0.40, 0.42], [2.11, 1.26, -2.58], [1.47, -0.44, 0.64], [0.29, 0.17, -0.69], [0.62, -1.99, 1.23]],
  "e_homo_ha": -0.3152,
  "e_above_lowest_kj_mol": 2330.3,
  "gap_ev": 7.86,
  "lumo_ev": -0.71
}

[3]
{
  "formula": "C4H17O6",
  "method": "the ωB97M-V functional and the def2-TZVPD basis",
  "elements": ["C", "O", "C", "C", "C", "O", "H", "H", "H", "H", "H", "H", "H", "H", "H", "H", "H", "O", "H", "H", "O", "H", "H", "O", "H", "H", "O"],
  "xyz": [[1.4688, -2.0745, -0.6903], [0.9880, -1.4776, -1.9204], [0.6816, -1.5023, 0.4542], [0.8360, 0.1067, 0.5454], [0.4100, 0.4781, 1.9317], [0.1050, 0.6789, -0.4417], [2.5167, -1.7955, -0.5849], [1.3412, -3.1252, -0.8924], [-0.3632, -1.7293, 0.2859], [0.7791, -1.9313, 1.4429], [1.9318, 0.1241, 0.3098], [0.7921, -0.0425, 2.8396], [-0.7432, 0.2340, 1.8871], [0.4590, 1.5630, 2.1122], [0.7318, -0.5734, -1.6307], [0.9468, 1.3333, -1.8859], [2.3522, 1.7200, -2.2773], [1.4459, 2.0344, -2.3719], [-2.2213, -0.2273, 2.0107], [-2.8394, -1.1390, 0.9300], [-2.6706, -1.0629, 1.8853], [-1.8945, -0.6415, -1.3665], [-1.5970, 0.6347, -0.5957], [-2.3480, 0.0472, -0.8697], [-1.4822, 3.2936, -0.8122], [-0.5629, 2.1220, -0.2758], [-1.0635, 2.9526, -0.0195]],
  "forces_ev_per_angstrom": [[-0.35, 0.85, -0.91], [0.21, 0.28, 0.52], [-0.97, 0.74, 0.34], [1.08, -3.52, -0.58], [-2.69, 0.72, 0.94], [0.22, 0.64, -0.62], [0.40, -0.34, 0.09], [0.21, -0.61, 0.53], [-0.56, 0.23, -0.38], [1.01, -0.39, 0.24], [-0.09, 1.01, 0.66], [0.17, 0.09, -0.99], [2.46, 0.65, 0.33], [0.07, -0.24, -0.11], [-0.30, -0.18, -0.29], [-0.10, 0.71, 0.34], [-0.03, 0.17, -0.12], [0.24, -0.51, -0.19], [-0.19, 0.14, -0.28], [0.28, 0.58, 0.25], [-0.58, -0.81, 0.07], [0.14, 0.12, 0.00], [-0.14, -0.83, -0.09], [-0.59, 0.09, -0.04], [0.09, -0.09, -0.10], [0.09, 0.41, 0.21], [-0.10, 0.10, 0.15]],
  "e_homo_ha": -0.1815,
  "e_above_lowest_kj_mol": 60.5,
  "gap_ev": 8.58,
  "lumo_ev": 3.64,
  "total_charge": -1
}

[4]
{
  "formula": "C23H28BiNS3Te",
  "method": "the ωB97M-V functional and the def2-TZVPD basis",
  "elements": ["Bi", "C", "C", "C", "C", "C", "C", "Te", "C", "C", "C", "H", "H", "H", "H", "H", "H", "H", "H", "H", "H", "H", "S", "C", "S", "C", "H", "H", "H", "H", "H", "H", "N", "S", "C", "C", "C", "C", "C", "C", "C", "C", "C", "C", "C", "C", "H", "H", "H", "H", "H", "H", "H", "H", "H", "H", "H"],
  "xyz": [[1.3507, -0.9332, -1.2984], [-0.9505, -6.9739, -2.8807], [-0.9201, -5.6972, -2.0845], [-0.0999, -5.5542, -0.9767], [-0.0844, -4.3819, -0.2243], [0.8168, -4.3088, 0.9824], [-0.9135, -3.3187, -0.6013], [-0.8241, -1.4536, 0.4627], [-1.7655, -3.4469, -1.7095], [-2.6950, -2.3477, -2.1444], [-1.7455, -4.6347, -2.4303], [-0.1757, -7.6632, -2.5474], [-0.8050, -6.7742, -3.9431], [-1.9173, -7.4689, -2.7708], [0.5429, -6.3747, -0.6762], [1.2520, -5.2859, 1.1915], [0.2567, -3.9760, 1.8559], [1.6305, -3.5951, 0.8350], [-2.1313, -1.5473, -2.6310], [-3.2196, -1.9221, -1.2896], [-3.4314, -2.7250, -2.8546], [-2.4019, -4.7317, -3.2889], [0.2722, -0.0934, -3.2041], [3.1631, -0.2684, 3.4691], [1.6888, 0.7700, 3.3579], [0.9125, 0.3437, 4.9341], [2.8788, -1.3122, 3.5951], [3.7950, 0.0521, 4.2960], [3.6984, -0.1478, 2.5291], [1.5574, 0.6348, 5.7617], [0.7027, -0.7242, 4.9710], [-0.0213, 0.8993, 4.9843], [1.5667, 1.2394, -0.2950], [0.1918, 1.9128, 0.1784], [0.6620, 3.3975, 1.0890], [1.9846, 3.6297, 1.4129], [2.3128, 4.7657, 2.1406], [1.3215, 5.6441, 2.5470], [-0.0072, 5.3906, 2.2285], [-0.3430, 4.2654, 1.4953], [-0.6361, 2.7433, -1.1888], [-1.9092, 2.3138, -1.5196], [-2.5986, 2.9639, -2.5322], [-2.0137, 4.0317, -3.1956], [-0.7319, 4.4495, -2.8566], [-0.0360, 3.8044, -1.8495], [2.0947, 1.8366, -0.9294], [2.7438, 2.9248, 1.1036], [3.3470, 4.9569, 2.3945], [1.5796, 6.5259, 3.1185], [-0.7841, 6.0738, 2.5454], [-1.3748, 4.0715, 1.2275], [-2.3430, 1.4584, -1.0158], [-3.5880, 2.6263, -2.8102], [-2.5487, 4.5312, -3.9926], [-0.2740, 5.2820, -3.3742], [0.9672, 4.1217, -1.5916]],
  "forces_ev_per_angstrom": [[-0.05, 0.41, -0.36], [0.00, 0.06, 0.04], [-0.02, 0.00, -0.01], [-0.04, 0.00, 0.00], [0.07, 0.06, 0.08], [-0.06, -0.04, -0.06], [0.04, 0.18, -0.03], [-0.27, -0.28, 0.25], [-0.02, -0.01, 0.00], [0.03, -0.02, -0.07], [-0.03, -0.01, 0.02], [0.00, -0.02, -0.02], [0.02, -0.02, 0.00], [0.01, -0.03, -0.01], [0.00, -0.01, -0.02], [0.01, 0.01, -0.01], [0.05, 0.00, 0.04], [0.00, 0.02, 0.02], [0.00, 0.05, 0.08], [-0.02, 0.04, -0.02], [0.02, -0.04, 0.01], [0.00, 0.00, 0.00], [0.19, -0.20, 0.03], [-0.26, 0.12, -0.03], [-0.01, -0.04, 0.11], [0.17, 0.04, -0.26], [0.05, -0.03, -0.03], [0.04, -0.03, -0.01], [0.05, -0.05, 0.02], [-0.05, -0.02, 0.06], [-0.04, 0.00, 0.05], [-0.02, -0.02, 0.06], [0.10, -0.28, 0.06], [0.13, 0.49, -0.15], [-0.06, -0.10, 0.00], [0.01, -0.04, -0.09], [0.01, 0.05, 0.01], [0.02, -0.02, 0.02], [-0.04, 0.00, -0.02], [-0.02, -0.03, 0.00], [0.00, -0.06, 0.24], [-0.01, -0.16, 0.06], [-0.01, 0.06, -0.07], [0.01, -0.08, 0.01], [0.06, -0.01, 0.01], [0.05, 0.00, -0.08], [-0.09, 0.06, -0.05], [0.01, -0.02, 0.04], [0.00, 0.00, 0.00], [0.01, 0.00, -0.01], [0.01, 0.00, 0.00], [-0.01, 0.01, 0.01], [0.02, 0.00, 0.02], [0.00, 0.00, 0.01], [-0.01, 0.02, 0.02], [0.00, -0.02, -0.03], [-0.02, 0.04, 0.06]],
  "e_homo_ha": -0.2539,
  "gap_ev": 7.01,
  "lumo_ev": 0.10
}